No. 1
Here is the molecule C4H8O2 from the Open Molecules 2025 dataset. Energies are from wB97M-V/def2-TZVPD.

Each line ends with the Mulliken charge.
Element x y z (Å)
C1 -0.8386 -1.0846 -0.5346  -0.932
C2 -0.5849 0.3370 -1.0356  -0.343
O1 0.6736 0.9171 -0.7141  -0.375
C3 1.2569 0.6152 0.5290  -0.271
C4 0.3080 0.3887 1.6914  -0.042
O2 0.5871 -0.3132 2.6362  -0.481
H1 -0.6188 -1.2292 0.5278  0.319
H2 -0.2523 -1.8210 -1.0925  0.276
H3 -1.9053 -1.3019 -0.6591  0.328
H4 -0.6260 0.3438 -2.1318  0.301
H5 -1.3917 1.0023 -0.6926  0.277
H6 1.8648 1.4876 0.8035  0.307
H7 1.9362 -0.2451 0.4708  0.267
H8 -0.6631 0.9263 1.6370  0.370

LUMO	0.956	eV
SMILES string	CCOCC=O
max |F|	0.7	eV/A
net charge	0
relative energy (zero: lowest compared OMol25 entry of this formula, charge and spin)	182.8	kJ/mol
frontier orbital gap	10.75	eV

=====

No. 2
Here is a cluster of 19 separate species, C9H54NO19 in total from the Open Molecules 2025 dataset. Energies are from wB97M-V/def2-TZVPD.

Each line ends with the Mulliken charge.
Element x y z (Å)
C1 0.3663 2.4871 -0.5746  -1.341
C2 0.1945 0.9557 -0.3213  2.438
C3 1.6539 0.4845 -0.0401  -1.524
C4 1.6671 -1.0437 0.2912  -0.341
C5 0.8669 -1.2173 1.5410  -1.666
C6 -0.5807 -0.6970 1.4827  1.525
N1 -0.6204 0.6163 0.8701  1.202
O1 -1.9059 1.2150 0.9139  -0.079
C7 -0.9996 -0.5621 2.9719  -2.129
C8 -1.4400 -1.8108 0.8555  -0.756
C9 -0.3948 0.3863 -1.6287  -1.072
H1 -0.5704 2.8885 -0.9666  0.220
H2 1.1593 2.7199 -1.2824  0.178
H3 0.5566 2.9910 0.3726  0.062
H4 2.0807 0.9527 0.8502  0.364
H5 2.4287 0.6724 -0.7868  0.337
H6 2.7345 -1.2688 0.3671  0.368
H7 1.2256 -1.6609 -0.4973  0.082
H8 1.4357 -0.6884 2.3130  0.629
H9 0.8470 -2.2745 1.8243  0.256
H10 -2.0533 -0.2936 3.0285  0.355
H11 -0.3806 0.1743 3.4859  0.430
H12 -0.8028 -1.4743 3.5423  0.330
H13 -2.4532 -1.4702 0.6354  -0.771
H14 -1.5523 -2.6404 1.5529  0.282
H15 -1.1095 -2.2255 -0.1011  0.483
H16 -1.3861 0.7911 -1.8333  0.164
H17 -0.4697 -0.7037 -1.5958  -0.035
H18 0.2739 0.6311 -2.4576  0.007
O2 -4.5074 0.0534 0.5711  -0.681
H19 -4.8764 0.8811 0.8847  0.249
H20 -3.5559 0.1302 0.7604  0.375
O3 0.7603 -3.6391 5.3987  -0.634
H21 -0.1315 -3.7829 5.0700  0.315
H22 1.3114 -4.2173 4.8649  0.307
O4 2.2977 4.8509 2.3753  -0.663
H23 2.7267 4.7635 3.2293  0.282
H24 1.4723 4.3552 2.4683  0.408
O5 5.4576 1.0374 -0.0994  -0.677
H25 5.0046 0.4350 -0.7013  0.351
H26 5.3021 0.6675 0.7797  0.378
O6 -3.4849 -2.3880 -1.8018  -0.612
H27 -2.9404 -1.6347 -1.5438  0.295
H28 -4.1120 -2.0275 -2.4355  0.243
O7 1.7598 2.6346 -3.9386  -0.662
H29 2.1645 3.4165 -3.5367  0.343
H30 0.8074 2.8148 -3.9164  0.353
O8 -0.0351 3.0119 2.6850  -0.840
H31 -0.6617 3.7364 2.5909  0.296
H32 -0.3624 2.3330 2.0738  0.058
O9 4.5742 -1.1848 -1.8355  -0.663
H33 3.8385 -1.7875 -1.6950  0.295
H34 4.2457 -0.5629 -2.4935  0.356
O10 -1.2209 -5.1638 1.0380  -0.700
H35 -2.1688 -5.2978 1.1299  0.332
H36 -1.0705 -4.2721 1.3661  0.445
O11 -5.1682 -3.5739 0.0962  -0.637
H37 -5.9587 -3.6980 -0.4333  0.277
H38 -4.5521 -3.0971 -0.4859  0.422
O12 1.8741 -1.3598 -3.5748  -0.658
H39 1.6474 -0.7217 -2.8902  0.246
H40 1.8461 -0.8537 -4.3917  0.291
O13 -3.3008 3.4087 -0.8374  -0.728
H41 -2.7051 2.7145 -0.5194  0.343
H42 -4.0695 3.3384 -0.2684  0.276
O14 -3.0549 3.0432 2.8723  -0.704
H43 -3.9334 3.2087 2.5233  0.279
H44 -2.6906 2.3399 2.3049  0.319
O15 -0.9080 2.9557 -4.0439  -0.693
H45 -1.6976 3.4710 -3.8548  0.311
H46 -1.2327 2.0681 -4.2237  0.282
O16 4.4176 -0.1753 2.2821  -0.645
H47 3.5915 -0.6441 2.1260  0.329
H48 4.8527 -0.6720 2.9803  0.249
O17 2.4787 5.0468 -2.7205  -0.672
H49 3.0128 4.7875 -1.9619  0.328
H50 1.9636 5.7954 -2.4084  0.296
O18 -1.1366 -3.6874 -3.2043  -0.673
H51 -0.3010 -3.6131 -2.7307  0.286
H52 -1.8080 -3.6259 -2.5174  0.346
O19 0.9893 -4.4852 -1.0928  -0.568
H53 0.6442 -4.9435 -0.3179  0.286
H54 1.8335 -4.1242 -0.8091  0.268

LUMO	1.966	eV
max |F|	2.0	eV/A
net charge	-1
relative energy (zero: lowest compared OMol25 entry of this formula, charge and spin)	27.2	kJ/mol
frontier orbital gap	5.94	eV

=====

| no. | E (a.u.) |
| --- | --- |
| 1 | -307.642791 |
| 2 | -1859.650775 |